1.
Below is a gas-phase ion, C7H14BINO3 (charge +1) at a distorted geometry, with properties calculated with ωB97M-V with the def2-TZVPD basis set.

Structure (XYZ):
```
27
Properties=species:S:1:pos:R:3:forces:R:3:nbo_charge:R:1
C -1.44714 -3.26392 1.03825 0.0 0.1 0.1 -0.40
C -0.86990 -2.10892 1.41797 -0.6 -0.3 -0.2 -0.02
N -0.75880 -1.00615 0.42770 2.0 -1.4 0.1 -0.44
C 0.52781 -0.24857 0.53851 0.2 2.0 -0.4 0.25
O 0.49653 0.31418 1.80426 0.4 -0.4 0.3 -0.70
C 0.45871 0.88285 -0.53725 0.0 -0.6 0.5 -0.28
B 1.90126 1.48079 -0.90168 0.8 0.1 -1.0 1.05
C 2.69156 0.81551 -2.10777 -1.1 -0.4 0.7 -1.02
O 2.48383 2.50639 -0.20239 -1.0 0.1 0.1 -0.92
O -0.47191 1.82782 -0.04767 -0.1 -0.2 -0.4 -0.49
C -1.76941 1.29923 -0.16435 -0.3 0.2 0.6 -0.12
C -1.98916 -0.11096 0.46833 -0.4 0.4 0.2 -0.18
I -2.88763 -0.00835 2.44175 0.2 0.1 -0.4 0.23
H -1.06002 -3.88999 0.23655 -1.2 0.8 -1.2 0.24
H -2.30766 -3.58754 1.61922 1.1 -1.2 1.0 0.25
H -0.45897 -1.94619 2.40314 -1.2 1.0 0.4 0.26
H -0.73674 -1.49086 -0.47777 -0.2 0.3 -0.1 0.44
H 1.40152 -0.88880 0.38466 -0.4 -0.5 -0.1 0.20
H 1.05706 1.10603 1.82192 -0.2 0.0 0.0 0.52
H 0.03350 0.39798 -1.43346 0.3 0.2 -0.2 0.18
H 3.56870 0.32083 -1.67833 0.3 0.3 -0.3 0.26
H 2.07660 0.03975 -2.57562 0.2 0.0 -0.1 0.22
H 2.94150 1.54134 -2.88225 0.4 0.0 0.2 0.27
H 2.40838 3.37033 -0.63175 0.4 -0.1 0.3 0.53
H -2.12679 1.28315 -1.20255 0.4 -0.1 -0.1 0.19
H -2.42444 1.98217 0.37368 0.0 0.0 -0.1 0.24
H -2.73838 -0.61810 -0.13312 0.0 -0.2 0.1 0.24
```
Positions in Å, forces in eV/Å.

The calculation puts the LUMO energy at -4.289 eV. The calculation puts the HOMO energy at -0.46904 Eh. The net charge is +1. For the max |F|, the calculation gives 2.410 eV/A. Its structure (SMILES) is C=C[N@@H+]1[C@H](O)[C@H](B(C)O)OC[C@@H]1I. Its total energy is -877.8062 a.u.



2.
Below is a molecular structure, H10LiO5 at a distorted geometry, with properties calculated with ωB97M-V with the def2-TZVPD basis set.

Structure (XYZ):
```
16
Properties=species:S:1:pos:R:3:forces:R:3:nbo_charge:R:1
Li -19.00000 15.86800 -5.55000 0.2 0.3 -0.2 0.92
O -19.50500 14.72300 -7.79200 0.6 2.1 2.1 -0.95
H -19.64700 14.52000 -8.67500 -0.5 -0.3 -2.8 0.49
H -19.47000 13.89500 -7.37700 -0.1 -1.9 0.9 0.46
O -18.47500 16.81000 -3.82100 0.4 -1.1 0.8 -0.97
H -18.86300 17.19600 -3.02000 0.0 0.2 -0.4 0.50
H -17.91100 16.08700 -3.45700 -0.2 0.9 -0.4 0.49
O -17.72300 16.94500 -6.83800 -1.0 -1.0 0.6 -0.99
H -17.30300 16.25600 -7.36800 0.2 0.9 -0.2 0.50
H -17.35300 17.81700 -6.93500 0.5 0.1 -0.4 0.51
O -20.45500 14.71800 -4.40000 -0.1 0.1 -3.7 -0.95
H -20.83400 13.85200 -4.41800 -0.6 -0.9 -0.4 0.49
H -20.25700 14.83200 -3.52900 0.9 0.9 3.9 0.48
O -17.31800 14.44200 -5.52100 -1.7 -0.7 1.6 -0.95
H -17.83200 13.67100 -5.17200 0.8 0.8 -0.2 0.48
H -17.07500 14.15100 -6.38300 0.6 -0.3 -1.2 0.49
```
Positions in Å, forces in eV/Å.

The calculation puts the LUMO energy at -3.607 eV. The calculation puts the HOMO energy at -0.57510 Eh. The net charge is +1. The calculation puts the energy above the lowest of the compared OMol25 structures with the same formula, charge and spin at 90.1 kJ/mol. For the max |F|, the calculation gives 4.132 eV/A. Its total energy is -389.5820 a.u.



3.
Below is a molecular structure, C3H3O4P at a distorted geometry, with properties calculated with ωB97M-V with the def2-TZVPD basis set.

Structure (XYZ):
```
11
Properties=species:S:1:pos:R:3:forces:R:3:nbo_charge:R:1
C 1.16784 -1.03418 0.15974 0.0 0.7 -0.8 0.26
C -1.28319 -0.32070 -0.11083 2.0 2.5 1.3 0.15
C 0.03043 -0.09610 0.11672 -2.0 1.9 0.3 0.05
O 3.02496 0.74250 -1.03012 0.1 0.2 -1.2 -1.02
O 1.07222 -2.22169 -0.06677 0.6 1.0 0.4 -0.52
O -2.33228 0.51301 0.12687 -1.0 -0.5 -1.5 -0.68
O 0.50580 1.21761 0.45778 -0.5 -1.7 -0.5 -0.73
P 2.58460 0.53846 0.33978 0.4 -1.5 1.5 1.27
H -1.38610 -1.26976 -0.40217 -1.4 -3.7 -1.1 0.19
H -3.14514 0.25225 -0.42754 2.0 0.4 1.3 0.51
H -0.23913 1.67860 0.83653 -0.2 0.7 0.4 0.52
```
Positions in Å, forces in eV/Å.

The calculation puts the LUMO energy at -0.131 eV. The calculation puts the HOMO energy at -0.30101 Eh. The calculation puts the energy above the lowest of the compared OMol25 structures with the same formula, charge and spin at 173.9 kJ/mol. For the max |F|, the calculation gives 4.130 eV/A. Its total energy is -758.3424 a.u.



4.
Below is a molecular structure, C15H29BrO7Si2, with properties calculated with ωB97M-V with the def2-TZVPD basis set.

Structure (XYZ):
```
54
Properties=species:S:1:pos:R:3:forces:R:3:nbo_charge:R:1
Si 2.97234 -4.39575 -1.90100 0.0 0.0 -0.1 1.23
O 2.01674 -3.05762 -1.90939 0.1 -0.1 0.1 -1.26
Si 1.82605 -1.90277 -0.73125 0.0 0.2 0.1 1.44
C 0.18070 -1.06054 -1.02592 0.0 0.0 -0.1 -0.88
C -0.79788 -1.89351 -1.86165 0.0 0.0 0.0 -0.43
C -1.17348 -3.20620 -1.16961 0.1 0.0 0.0 -0.41
Br -3.08429 -3.35002 -0.80299 -0.1 0.0 0.1 -0.05
H 4.37585 -4.01923 -2.17330 0.0 0.0 0.0 -0.21
H 2.89676 -5.05723 -0.57932 0.0 0.0 0.0 -0.20
H 2.49253 -5.31594 -2.94977 0.0 0.0 0.0 -0.20
H 1.88903 -2.56789 0.58716 0.0 -0.1 -0.1 -0.19
H 2.95308 -0.94616 -0.83817 0.0 0.0 0.0 -0.21
H -0.25990 -0.83780 -0.04959 0.0 0.1 0.0 0.24
H 0.35817 -0.10345 -1.52462 0.0 0.0 0.0 0.24
H -0.36077 -2.12561 -2.83319 0.0 0.0 0.0 0.23
H -1.69438 -1.31069 -2.07094 0.0 0.0 0.0 0.23
H -0.94032 -4.08120 -1.76770 0.0 0.0 0.0 0.22
H -0.70621 -3.31153 -0.19205 0.0 0.0 0.0 0.22
O -2.83273 -1.29650 -4.58902 0.0 0.0 0.0 -0.57
C -4.02662 -1.27618 -4.52990 0.0 0.1 0.0 0.79
O -4.75603 -0.27936 -5.09440 0.0 0.0 0.0 -0.49
C -6.15136 -0.44289 -4.79230 0.0 0.0 0.0 -0.07
C -6.32238 -1.92327 -4.45929 0.1 0.0 0.0 -0.43
C -4.96345 -2.25803 -3.85291 0.0 0.0 -0.1 -0.53
H -6.39306 0.19752 -3.94083 0.0 0.0 0.0 0.18
H -6.71657 -0.10924 -5.65881 0.0 0.0 0.0 0.20
H -7.16525 -2.10669 -3.79680 0.0 0.0 0.0 0.22
H -6.47598 -2.49446 -5.37558 0.0 0.0 0.0 0.21
H -4.92118 -2.05963 -2.78022 0.0 0.0 0.0 0.25
H -4.62097 -3.27545 -4.01958 0.0 0.0 0.1 0.25
O 1.85826 -1.65527 3.28553 0.0 0.0 0.0 -0.56
C 1.38267 -0.56911 3.14358 0.1 0.1 0.0 0.80
O 1.27123 0.01147 1.91543 0.0 -0.1 0.0 -0.51
C 0.75601 1.34981 2.03953 0.0 0.0 0.0 -0.07
C 0.02345 1.38073 3.37735 0.0 -0.1 0.0 -0.43
C 0.83855 0.38243 4.19166 0.0 0.0 0.0 -0.53
H 1.60131 2.03609 2.04196 0.0 0.0 0.0 0.19
H 0.12272 1.54489 1.17670 0.0 0.0 0.0 0.19
H -0.00431 2.37870 3.80905 0.0 0.0 0.0 0.23
H -0.99939 1.02227 3.25274 0.0 0.0 0.0 0.21
H 1.69024 0.86006 4.68122 0.0 0.0 0.0 0.25
H 0.27991 -0.17333 4.93981 0.0 0.0 0.0 0.24
O 2.06195 4.31477 5.28790 0.0 0.1 0.0 -0.56
C 2.78182 4.43885 4.34279 0.0 -0.1 0.0 0.79
O 2.91226 3.45344 3.41585 0.0 0.0 0.0 -0.51
C 3.89741 3.80995 2.42804 0.0 0.0 0.0 -0.07
C 3.98442 5.33324 2.48618 -0.1 0.0 0.0 -0.43
C 3.66668 5.60722 3.95348 0.0 0.0 0.0 -0.53
H 4.83919 3.32930 2.69913 0.0 0.0 0.0 0.18
H 3.56291 3.41910 1.46996 0.0 0.0 0.0 0.20
H 4.95200 5.70679 2.15987 0.0 0.0 0.0 0.23
H 3.21539 5.77232 1.84984 0.0 0.0 0.0 0.21
H 4.55644 5.57064 4.58606 0.0 0.0 0.0 0.24
H 3.15041 6.54293 4.14931 0.0 0.0 0.0 0.25
```
Positions in Å, forces in eV/Å.

The calculation puts the LUMO energy at 0.532 eV. The calculation puts the HOMO energy at -0.36249 Eh. For the max |F|, the calculation gives 0.216 eV/A. Its total energy is -4268.7371 a.u.



5.
Below is a single C19H18N4O2S molecule, with properties calculated with ωB97M-V with the def2-TZVPD basis set.

Structure (XYZ):
```
44
Properties=species:S:1:pos:R:3:forces:R:3:nbo_charge:R:1
O -0.58769 -0.51864 -2.22038 0.0 -0.1 -0.1 -0.60
C -0.95954 0.62657 -2.06580 -0.4 -0.3 0.1 0.67
C -2.38747 0.89932 -1.61622 0.1 -0.2 0.4 -0.62
S -2.41016 1.22063 0.18692 -0.2 0.4 -0.2 0.28
C -2.17364 -0.40440 0.74416 -0.2 -0.8 -0.4 0.15
N -2.50684 -1.47249 0.05314 -0.2 0.4 -0.4 -0.29
N -2.15616 -2.48649 0.85686 0.3 0.2 0.6 -0.34
C -1.63419 -2.00850 2.00853 -0.3 0.0 -0.5 0.36
C -1.15321 -2.79120 3.12209 0.2 -0.1 0.4 -0.15
C -1.18003 -4.18796 3.09574 0.1 0.2 0.2 -0.16
C -0.72115 -4.92479 4.16532 -0.1 -0.2 -0.1 -0.26
C -0.22419 -4.27384 5.28766 0.0 0.1 -0.1 -0.17
C -0.18749 -2.89772 5.33534 0.0 0.1 0.0 -0.27
C -0.64732 -2.13247 4.26171 -0.1 -0.3 -0.2 0.36
O -0.58803 -0.80145 4.36312 0.0 0.2 0.1 -0.67
N -1.64314 -0.68096 1.95314 0.2 -0.1 0.3 -0.55
N -0.15413 1.71084 -2.24281 0.3 0.2 -0.1 -0.45
C -0.61835 3.05749 -1.92234 -0.3 0.5 -0.1 -0.21
C 0.51396 4.07806 -1.87886 0.0 -0.1 0.1 -0.40
C 1.71869 3.45567 -1.17755 -0.1 0.0 -0.1 -0.44
C 2.17628 2.34202 -2.06817 -0.1 -0.1 0.1 0.04
C 3.50242 2.15581 -2.41796 0.0 -0.1 0.0 -0.23
C 3.86333 1.16836 -3.31807 0.1 0.0 0.0 -0.21
C 2.88404 0.38274 -3.89968 0.0 0.0 0.0 -0.21
C 1.55274 0.56224 -3.56895 0.0 0.0 -0.1 -0.19
C 1.19301 1.52823 -2.63701 0.5 -0.1 -0.1 0.12
H -2.84660 1.75971 -2.09621 0.0 0.0 0.0 0.24
H -2.97820 -0.00073 -1.77843 0.1 0.1 -0.2 0.28
H -2.26914 -3.43464 0.53883 0.0 0.1 0.1 0.42
H -1.56467 -4.69942 2.22567 0.0 -0.1 -0.1 0.20
H -0.74845 -6.00277 4.12972 0.0 -0.1 0.0 0.22
H 0.13592 -4.84832 6.12762 0.0 0.0 0.1 0.22
H 0.19517 -2.37590 6.19799 0.0 0.1 0.1 0.23
H -0.94173 -0.39536 3.53809 0.0 0.0 0.0 0.52
H -1.36057 3.36869 -2.66833 0.0 0.0 0.1 0.20
H -1.10176 3.03834 -0.94054 0.1 0.1 -0.2 0.21
H 0.16122 4.96733 -1.35571 -0.1 0.0 0.0 0.22
H 0.80585 4.36879 -2.89049 0.0 0.0 0.0 0.21
H 2.51433 4.18643 -1.03143 0.0 0.0 0.0 0.22
H 1.41713 3.07351 -0.19851 0.0 0.0 0.1 0.22
H 4.25704 2.79049 -1.97572 0.1 0.1 0.0 0.21
H 4.90210 1.02347 -3.57416 0.1 0.0 0.0 0.21
H 3.15381 -0.37401 -4.62078 0.0 -0.1 -0.1 0.21
H 0.79682 -0.05270 -4.02752 0.0 0.0 0.0 0.23
```
Positions in Å, forces in eV/Å.

The calculation puts the LUMO energy at 0.538 eV. The calculation puts the HOMO energy at -0.30241 Eh. The calculation puts the energy above the lowest of the compared OMol25 structures with the same formula, charge and spin at 86.5 kJ/mol. For the max |F|, the calculation gives 0.893 eV/A. Its structure (SMILES) is O=C(CSc1n[nH]c(-c2ccccc2O)n1)N1CCCc2ccccc21. Its total energy is -1502.5632 a.u.



6.
Below is a molecular structure, C4H8O2 at a distorted geometry, with properties calculated with ωB97M-V with the def2-TZVPD basis set.

Structure (XYZ):
```
14
Properties=species:S:1:pos:R:3:forces:R:3:nbo_charge:R:1
O 1.64738 0.09559 -0.25158 1.9 0.0 0.9 -0.72
C 1.02383 0.30999 1.04049 0.6 -0.3 -0.5 -0.15
C -0.35542 0.80130 0.67437 0.4 -0.2 -1.5 0.09
C -0.33472 0.18274 -1.12382 -1.2 0.8 0.3 -0.36
C -1.23388 -0.78300 -0.39931 -0.5 -0.4 -0.3 -0.10
O -1.47612 -0.03729 0.78282 0.0 -0.1 0.3 -0.53
H 2.00675 -0.78282 -0.40530 0.1 -0.1 0.6 0.48
H 1.03492 -0.61574 1.62442 -0.1 0.2 0.1 0.19
H 1.61433 1.08395 1.54381 -0.2 -0.2 0.1 0.19
H -0.62615 1.80260 1.09842 0.4 -0.6 -0.8 0.19
H -0.73254 1.06231 -1.59194 -1.1 0.0 -0.4 0.20
H 0.26498 -0.35348 -1.91397 0.1 0.9 1.2 0.20
H -0.68653 -1.71118 -0.14969 -0.1 0.2 -0.2 0.15
H -2.14684 -1.05496 -0.92871 -0.3 -0.2 0.2 0.18
```
Positions in Å, forces in eV/Å.

The calculation puts the LUMO energy at 0.810 eV. The calculation puts the HOMO energy at -0.30986 Eh. The calculation puts the energy above the lowest of the compared OMol25 structures with the same formula, charge and spin at 472.6 kJ/mol. For the max |F|, the calculation gives 2.140 eV/A. Its total energy is -307.5324 a.u.